No. 1
A 3-piece molecular cluster, C5H15NO2 overall. Source: the Open Molecules 2025 dataset; level of theory: ωB97M-V/def2-TZVPD.

Last column: Löwdin charge in e.
Element x y z (Å)
H  -0.086  -3.313  2.522  0.0708
C  -1.362  1.767  0.269  -0.2120
C  -0.170  -2.703  1.626  -0.1062
H  0.555  -0.242  1.871  0.0981
O  0.707  1.726  -3.640  -0.0577
H  -0.524  -3.356  0.883  0.0417
C  -0.520  -0.102  1.725  -0.2149
C  -1.159  -1.544  1.776  -0.2419
H  -1.496  2.433  1.114  0.1147
H  -1.759  1.781  -1.732  0.0752
N  -1.551  2.399  -0.966  0.0383
H  -0.513  -0.031  -0.429  0.1046
H  -0.946  0.383  2.598  0.0997
H  0.802  -2.414  1.219  0.0609
H  3.078  -1.169  -0.353  0.0206
C  -0.789  0.581  0.425  -0.1549
H  -0.144  1.356  -3.887  0.0250
H  -1.956  -1.588  1.040  0.0942
H  0.780  1.641  -2.687  0.0152
H  -2.056  3.245  -0.956  0.0622
H  -1.665  -1.614  2.737  0.0920
O  3.909  -1.651  -0.403  -0.0563
H  3.684  -2.585  -0.386  0.0309

## Properties
orbital gap: 8.82 eV
SMILES: CCC/C=C/N.O.O
relative energy (zero: lowest compared OMol25 entry of this formula, charge and spin): 36.53 kcal per mole

No. 2
An isolated molecule of C5H6O2. Source: the Open Molecules 2025 dataset; level of theory: ωB97M-V/def2-TZVPD.

Last column: Löwdin charge in e.
Element x y z (Å)
C  0.527  -0.097  -1.607  -0.3500
O  0.748  -1.413  -1.171  0.0754
C  -1.527  0.265  1.274  -0.0137
H  1.092  1.808  -0.645  0.1721
H  0.899  -1.732  -2.003  0.0612
H  -1.689  0.064  2.299  0.0404
C  -0.009  0.139  0.867  -0.1234
H  -1.834  1.333  1.328  0.0829
H  1.943  -0.906  1.479  0.1911
C  0.800  0.680  -0.392  -0.1815
C  1.262  -0.122  0.753  -0.0452
H  -2.111  -0.362  0.525  0.1064
O  -0.101  0.341  -2.707  -0.0156

## Properties
orbital gap: 10.29 eV
SMILES: CC1=C[C@H]1C(=O)O
relative energy (zero: lowest compared OMol25 entry of this formula, charge and spin): 108.07 kcal per mole

No. 3
C30H80O38P2S10Zr as an isolated structure. Source: the Open Molecules 2025 dataset; level of theory: ωB97M-V/def2-TZVPD.

Last column: Löwdin charge in e.
Element x y z (Å)
O  1.619  -39.936  -1.298  -0.2866
C  2.288  -49.039  -5.632  -0.0493
H  8.441  -43.634  -0.404  0.0762
H  3.691  -46.998  -11.803  0.1169
H  2.628  -49.704  -4.843  0.0635
S  5.118  -44.975  -0.243  0.6271
H  4.174  -40.374  -0.649  0.0624
H  5.657  -41.418  -3.836  0.0473
H  5.549  -37.209  -7.953  0.1247
Zr  6.396  -45.569  -6.732  1.7476
C  4.543  -52.480  -5.067  -0.0608
C  3.548  -47.893  -11.187  -0.3010
H  3.692  -49.998  -11.343  0.0765
C  6.056  -48.513  -3.298  -0.0821
H  -1.847  -44.402  -9.168  0.0599
H  2.472  -45.186  -3.528  0.0517
C  4.804  -37.412  -7.186  -0.2650
S  8.862  -45.929  -4.087  0.6490
O  3.721  -45.263  0.047  -0.3110
S  8.069  -40.586  -8.334  0.6386
P  4.866  -44.052  -5.439  0.0679
H  1.348  -44.612  -2.239  0.0568
H  4.721  -53.404  -4.518  0.0751
O  7.782  -46.267  -4.978  -0.3842
H  6.450  -51.737  -4.339  0.1145
O  6.740  -39.675  -2.085  -0.2929
H  4.194  -42.419  -1.652  0.1045
C  4.433  -41.150  0.071  -0.0543
O  8.285  -39.083  -3.974  -0.2838
O  6.418  -43.875  -5.547  -0.4553
C  -2.489  -40.745  -3.713  -0.0679
H  6.958  -42.000  -1.587  0.0920
H  2.475  -48.018  -11.015  0.1169
H  -1.755  -41.977  -2.093  0.1167
C  -0.291  -45.400  -8.102  -0.2569
H  1.513  -40.435  -4.328  0.0604
H  3.954  -41.259  -6.209  0.0479
H  7.735  -43.124  -2.762  0.0998
C  5.058  -41.668  -10.271  -0.0522
H  3.397  -43.000  -0.190  0.0996
H  10.806  -49.370  -5.199  0.0715
S  7.485  -40.041  -3.262  0.6218
H  3.452  -44.429  -8.880  0.0325
O  10.117  -46.878  -4.373  -0.2257
H  3.842  -49.187  -12.961  0.0725
O  3.704  -38.137  -7.748  -0.2557
H  6.790  -47.773  -2.987  0.0527
H  5.805  -40.039  -4.842  0.0553
H  2.959  -48.967  -6.482  0.0686
O  0.068  -45.675  -4.680  -0.3050
C  1.816  -41.195  -3.614  -0.1057
H  4.624  -45.812  -2.541  0.0384
H  10.017  -44.490  -5.578  0.0548
C  4.063  -49.135  -11.897  -0.0656
H  1.424  -42.125  -6.330  0.0520
H  5.464  -40.963  0.371  0.0780
C  1.775  -45.478  -2.743  -0.0986
H  -2.138  -40.298  -4.644  0.0811
H  -1.315  -45.750  -10.067  0.0734
H  4.799  -44.947  -9.848  0.0628
H  10.311  -43.989  -3.909  0.0713
H  8.730  -43.623  -4.754  0.0444
H  4.753  -52.541  -6.133  0.0833
O  -0.553  -46.746  -2.500  -0.2798
O  0.718  -44.618  -8.744  -0.2830
H  5.069  -44.177  -2.470  0.0408
H  5.081  -51.212  -3.389  0.1107
C  -1.379  -41.451  -2.980  -0.2961
O  7.692  -49.657  -5.062  -0.2555
C  11.125  -48.566  -5.860  -0.0574
C  7.891  -42.287  -2.074  -0.2957
C  6.385  -40.872  -4.436  -0.1016
H  9.226  -42.678  -8.358  0.0837
H  6.557  -43.172  -9.530  0.1007
H  9.248  -41.842  -6.713  0.0797
C  2.098  -47.639  -5.036  -0.2586
C  -1.516  -45.434  -9.042  -0.0664
O  5.363  -43.399  -0.121  -0.2708
O  1.709  -42.420  -9.335  -0.2773
H  2.894  -41.265  -3.472  0.0528
O  4.804  -44.211  -6.983  -0.4437
O  7.571  -46.952  -7.676  -0.4745
H  5.153  -49.137  -11.826  0.0840
S  0.814  -43.021  -8.385  0.6308
H  9.190  -41.926  -0.401  0.0821
O  8.604  -45.905  -2.676  -0.2747
H  3.478  -36.281  -5.911  0.0656
H  1.763  -46.968  -5.825  0.1037
O  8.376  -44.958  -7.184  -0.4828
O  -0.477  -40.475  -2.457  -0.2614
C  9.549  -44.323  -4.609  -0.0873
C  3.991  -40.602  -7.086  -0.1031
H  3.085  -45.073  -10.453  0.0781
H  4.199  -42.335  -10.237  0.0570
C  5.412  -51.406  -4.415  -0.2929
S  6.394  -49.041  -4.978  0.6669
H  3.487  -52.226  -4.966  0.0697
H  2.625  -43.362  -6.898  0.0356
S  2.922  -39.183  -6.812  0.6081
H  1.612  -42.178  -4.045  0.0439
H  3.052  -47.262  -4.657  0.1006
H  2.274  -46.118  -2.017  0.0620
O  4.665  -46.805  -7.753  -0.3392
S  1.003  -41.039  -2.005  0.6412
C  6.251  -42.123  -9.451  -0.2880
O  3.960  -43.112  -4.700  -0.3069
C  3.760  -45.177  -9.607  -0.1118
C  4.346  -36.098  -6.542  -0.0656
H  5.330  -38.016  -6.443  0.1008
H  -0.916  -42.266  -3.545  0.1176
O  9.262  -46.110  -9.540  -0.3317
O  4.300  -47.677  -10.014  -0.2306
H  6.064  -49.376  -2.634  0.0639
H  3.724  -40.977  0.879  0.0768
C  1.573  -43.116  -6.756  -0.0947
O  1.188  -47.766  -3.927  -0.2527
H  9.185  -47.685  -6.064  0.0801
C  4.303  -42.528  -0.571  -0.2558
H  -2.304  -46.056  -8.616  0.0731
O  8.482  -41.256  -2.851  -0.2462
P  8.230  -45.823  -8.502  0.0792
H  5.141  -35.772  -5.869  0.0799
O  3.039  -38.742  -5.441  -0.2921
O  -0.530  -42.524  -8.187  -0.2941
H  -2.881  -39.926  -3.104  0.0768
O  6.183  -45.648  0.442  -0.2844
H  6.368  -45.447  -2.228  0.0394
O  6.798  -45.284  -8.813  -0.4607
O  1.645  -39.481  -7.390  -0.2742
H  5.429  -41.613  -11.301  0.0784
H  5.017  -40.251  -7.170  0.0333
C  8.696  -42.094  -7.616  -0.1115
O  9.162  -39.760  -8.810  -0.3040
H  0.976  -43.816  -6.177  0.0527
H  7.790  -42.607  -7.300  0.0325
H  -0.532  -44.980  -7.129  0.0951
H  1.303  -49.342  -5.994  0.0824
H  6.811  -41.483  -5.225  0.0521
C  5.338  -45.150  -2.060  -0.0844
H  12.154  -48.316  -5.596  0.0677
S  0.421  -46.398  -3.491  0.6138
S  3.696  -46.771  -8.801  0.6783
H  11.103  -48.808  -6.922  0.0863
O  5.946  -47.961  -5.818  -0.3299
H  10.469  -46.611  -6.476  0.1155
H  5.905  -42.149  -8.404  0.0912
O  5.258  -50.207  -5.167  -0.2588
O  7.101  -39.945  -7.479  -0.3045
H  9.693  -43.197  -1.457  0.0648
H  0.097  -46.415  -8.038  0.1025
H  -3.365  -41.353  -3.936  0.0771
H  3.643  -41.213  -7.916  0.0545
C  8.809  -42.781  -0.963  -0.0461
H  4.101  -35.363  -7.306  0.0709
C  10.180  -47.370  -5.748  -0.2516
O  0.811  -42.314  -1.361  -0.2900
H  4.784  -40.642  -10.021  0.0779
O  7.326  -41.211  -9.645  -0.2448
O  5.046  -45.548  -5.159  -0.4405
O  2.355  -47.218  -8.507  -0.2706
H  5.074  -48.047  -3.240  0.0673

## Properties
orbital gap: 6.82 eV
total charge: -2
relative energy (zero: lowest compared OMol25 entry of this formula, charge and spin): 0.00 kcal per mole